Record 1
# C26H35MgO2S4Sb2

A structure of composition C26H35MgO2S4Sb2 (the ωB97M-V functional and the def2-TZVPD basis, OMol25).

## Properties
HOMO in eV: -4.07
F_max in eV/A: 0.1
Kohn-Sham gap in eV: 6.07
Energy above the lowest of the compared OMol25 structures with the same formula, charge and spin in kcal/mol: 0.0
E_tot in eV: -93491.263
Charge: -1

Geometry as XYZ:
```
70
C26H35MgO2S4Sb2, DFT the ωB97M-V functional and the def2-TZVPD basis
Mg 0.21321 -0.38109 0.47597
S 2.34827 -3.37074 3.58667
Sb 0.47910 -2.63272 2.54736
S 0.82024 -2.65163 0.15575
S 0.36269 -0.19051 2.80454
S -1.60760 -3.44157 2.96239
C 2.24878 -0.11825 -2.52462
C 2.21027 1.02848 -1.53293
O 1.95761 0.57527 -0.20648
C 3.14096 0.07397 0.48805
C 3.69884 1.12731 1.41239
H 2.42490 0.26496 -3.53167
H 1.30638 -0.66796 -2.51545
H 3.03820 -0.82646 -2.27438
H 1.40221 1.72450 -1.77900
H 3.14499 1.59733 -1.53703
H 3.86508 -0.23064 -0.27092
H 2.83038 -0.81833 1.02998
H 3.96993 2.03819 0.87426
H 4.58957 0.73067 1.90352
H 2.96417 1.35992 2.18258
C 3.83770 5.22923 1.96002
C 2.96759 4.82563 2.96187
C 1.76596 4.20768 2.63736
C 1.42670 3.98468 1.30888
C 2.30652 4.39239 0.30760
C 3.50256 5.01804 0.62860
Sb -0.32209 2.89072 0.74734
C -1.59190 3.53414 2.34638
C -2.46542 4.61251 2.21926
C -3.28170 4.98444 3.27945
C -3.23088 4.28404 4.47663
C -2.36927 3.20481 4.60764
C -1.55624 2.82488 3.54703
C -0.96625 4.34474 -0.70077
C -1.64409 3.89418 -1.83190
C -2.08518 4.78521 -2.80355
C -1.84661 6.14257 -2.65385
C -1.16667 6.60536 -1.53433
C -0.72974 5.71251 -0.56594
H 4.77653 5.70462 2.21480
H 3.22667 4.98330 4.00142
H 1.09856 3.88812 3.43072
H 2.05450 4.23664 -0.73617
H 4.17640 5.33373 -0.15876
H -2.51936 5.16808 1.29127
H -3.96014 5.82159 3.16697
H -3.86828 4.57415 5.30278
H -2.33406 2.64175 5.53168
H -0.92021 1.94983 3.65342
H -1.82743 2.83206 -1.96283
H -2.61090 4.41782 -3.67624
H -2.18611 6.84007 -3.40942
H -0.97548 7.66499 -1.41579
H -0.19515 6.08323 0.30109
C -3.15185 -0.11025 1.58823
C -2.87797 0.32375 0.16572
O -1.70309 -0.30067 -0.39888
C -2.01739 -1.36042 -1.33380
C -2.76392 -2.51162 -0.70166
H -2.33518 0.17504 2.25148
H -3.25278 -1.19250 1.66665
H -4.07287 0.36776 1.93161
H -2.71436 1.40340 0.10984
H -3.71900 0.09241 -0.49311
H -1.05464 -1.70808 -1.70527
H -2.58131 -0.90572 -2.15566
H -2.22486 -2.89115 0.16837
H -2.84082 -3.31834 -1.43394
H -3.77516 -2.23128 -0.40129
```

Mulliken population analysis, charges in e, atoms 1 to 6: Mg 1.070; S -0.687; Sb 0.714; S -0.648; S -0.630; S -0.677


Record 2
# C45H67BN10O

A cluster of 11 separate species, C45H67BN10O in total (the ωB97M-V functional and the def2-TZVPD basis, OMol25).

## Properties
HOMO in eV: -7.40
F_max in eV/A: 14.6
Kohn-Sham gap in eV: 4.41
Energy above the lowest of the compared OMol25 structures with the same formula, charge and spin in kcal/mol: 79.7
E_tot in eV: -65346.830
Charge: 0

Geometry as XYZ:
```
124
C45H67BN10O, DFT the ωB97M-V functional and the def2-TZVPD basis
C -2.39696 2.15668 -0.23467
C -1.98913 0.75974 0.27035
C -2.20222 -0.42420 -0.77591
C -1.05487 -0.46150 -1.84202
C 0.29203 -0.76057 -1.15760
C 0.55689 0.29973 -0.12624
N -0.50089 0.75376 0.69521
O -0.33033 1.57436 1.69193
C 1.05321 1.67392 -0.84409
C 1.70776 -0.13791 0.71808
C -3.02175 0.36747 1.42334
H -1.71131 2.55387 -1.04562
H -2.20695 2.82788 0.54427
H -3.38102 2.35207 -0.66544
H -3.28532 -0.32399 -1.20306
H -2.22964 -1.49584 -0.48425
H -1.26501 0.46969 -2.66779
H -1.16978 -1.44099 -2.17994
H 1.09470 -0.75610 -1.76480
H 0.30274 -1.67925 -0.69864
H 1.22076 2.38982 -0.08154
H 0.38475 1.94913 -1.64574
H 1.90763 1.48947 -1.44996
H 2.40381 -0.69565 0.05748
H 1.41114 -0.97141 1.48224
H 2.33683 0.59400 1.26081
H -2.88045 1.16360 2.30855
H -3.07622 -0.58869 1.97675
H -3.95958 0.38321 1.11274
B -1.95294 -3.55865 2.67967
H -1.33980 -2.71678 1.90799
H -1.25833 -3.83491 3.66855
H -3.11679 -3.25525 3.09242
H -2.12432 -4.57618 1.92369
N -1.13564 -3.37396 -6.52568
C -0.61380 -2.55361 -7.57726
C 0.07816 -1.29135 -6.86785
C -0.04990 -1.59172 -5.47434
C -0.72696 -2.92265 -5.28056
H -1.62223 -4.40241 -6.53208
H -0.78251 -2.73647 -8.56782
H 0.62055 -0.47293 -7.46502
H 0.35500 -1.02803 -4.68305
H -1.16758 -3.48150 -4.57472
N 0.54670 5.18325 4.95271
C 0.17214 4.40259 3.83928
C 0.50792 5.14486 2.53388
C 1.11382 6.45898 2.97255
C 1.11625 6.36261 4.46543
H 0.38101 4.78445 5.92001
H -0.30795 3.37258 3.92179
H 0.39922 4.90513 1.39884
H 1.48847 7.29748 2.47921
H 1.47362 6.93236 5.27562
N 5.81544 -2.45974 2.12315
C 5.55918 -1.16297 1.83398
C 4.59760 -0.53734 2.85752
C 4.49148 -1.60862 3.93873
C 5.19924 -2.80956 3.38246
H 6.62778 -3.06592 1.67093
H 6.11860 -0.79663 0.98144
H 4.10302 0.44892 2.83524
H 3.89200 -1.63480 4.82863
H 5.43073 -3.68541 3.72320
N -3.91237 -3.40687 -0.08594
C -4.85677 -2.40524 -0.04476
C -5.25001 -2.32800 -1.54429
C -4.25810 -3.11903 -2.34171
C -3.43313 -3.90798 -1.25233
H -3.56425 -3.74689 0.68151
H -5.11725 -1.78397 0.81018
H -5.81571 -1.84674 -2.17978
H -3.96996 -3.21294 -3.41815
H -2.67235 -4.74873 -1.31596
N -3.57655 4.07703 3.15868
C -4.06297 3.15623 3.99013
C -5.15389 2.34698 3.29038
C -5.36781 3.12547 1.94607
C -4.26899 4.21185 1.94924
H -2.90385 4.61103 3.23814
H -3.56418 2.86109 5.00345
H -5.76655 1.52248 3.74445
H -6.03478 3.02131 1.14574
H -4.07493 4.76500 0.99610
N 4.30170 -1.82846 -4.13772
C 5.58370 -2.09635 -3.53725
C 5.87775 -1.14998 -2.39823
C 4.68461 -0.14657 -2.49827
C 3.64035 -0.67665 -3.53116
H 3.75937 -2.53636 -4.75738
H 6.19487 -2.97935 -3.82850
H 6.66093 -1.03717 -1.88853
H 4.47607 0.85425 -1.88391
H 2.62873 -0.50938 -3.91025
N -1.47444 -0.78610 4.48454
C -2.24236 0.23695 4.93888
C -1.39633 1.36836 5.14024
C 0.04225 0.94706 4.85954
C -0.11158 -0.54649 4.67533
H -1.71930 -1.69096 4.23788
H -3.38379 -0.07525 5.09781
H -1.83914 2.08097 5.70029
H 0.84958 1.57604 4.92634
H 0.47861 -1.59444 4.44786
N 3.26168 -3.17918 0.80795
C 1.99742 -3.56977 1.05609
C 1.37310 -4.02282 -0.26973
C 2.41550 -3.58116 -1.32290
C 3.58930 -3.09400 -0.50139
H 3.88729 -2.80674 1.54309
H 1.82252 -3.55579 2.07803
H 0.45552 -4.40226 -0.48617
H 2.41194 -3.70728 -2.34120
H 4.34145 -2.72297 -1.01180
N 1.45090 3.32091 -4.69333
C 0.55478 2.32997 -5.04904
C -0.73444 2.41407 -4.30786
C -0.60444 3.73418 -3.63643
C 0.78971 4.28836 -3.84949
H 2.43307 3.27466 -5.04434
H 0.90553 1.57861 -5.80096
H -1.60105 1.83607 -4.65131
H -1.35832 4.47127 -3.10894
H 1.32135 5.03353 -3.65188
```

Mulliken population analysis, charges in e, atoms 1 to 6: C -1.036; C 1.963; C -0.687; C -0.512; C -1.389; C 1.935


Record 3
# C26H48BN6O7S

A cluster of 2 separate species, C26H48BN6O7S in total (the ωB97M-V functional and the def2-TZVPD basis, OMol25).

## Properties
HOMO in eV: -11.35
F_max in eV/A: 4.6
Kohn-Sham gap in eV: 7.10
E_tot in eV: -62511.948
Charge: +1

Geometry as XYZ:
```
89
C26H48BN6O7S, DFT the ωB97M-V functional and the def2-TZVPD basis
C 4.02622 -1.60778 3.61847
O 4.05539 -3.03313 3.40855
C 3.20996 -3.68163 4.37557
C 2.04217 -4.51678 3.70304
C 0.86764 -3.55807 3.24510
C -0.00323 -4.22964 2.07913
C -1.24723 -3.28710 1.83342
C -1.87818 -3.38639 0.38626
C -0.87285 -3.05224 -0.78815
C -0.90360 -1.48083 -1.11254
C 0.46603 -1.08446 -1.82294
C 0.19808 -0.42570 -3.25302
C 0.54446 1.13267 -3.11010
N -0.30115 1.83551 -2.13020
N -1.29247 2.66120 -2.71049
C -2.40209 2.01750 -2.50743
S -3.75356 1.23988 -2.03246
C 0.38294 2.44676 -1.05432
N 1.78839 2.53767 -0.83613
B 2.44198 3.70302 -1.53316
O 2.37083 4.98092 -0.86805
N 3.19128 3.66251 -2.80747
C 4.13221 2.52404 -2.89387
C 2.32257 3.79928 -4.00322
N -0.37980 2.96242 -0.09738
C 0.14361 3.61653 1.10595
O 0.91001 2.73736 1.93582
C 1.04301 3.34289 3.23039
O 1.87047 4.48724 3.09470
C 2.72685 4.70326 4.22013
C 4.22312 4.85850 3.62998
O 4.34461 4.38969 2.28953
H 2.98937 -1.24980 3.35790
H 4.77316 -1.13408 2.92552
H 4.32422 -1.33933 4.67050
H 3.84349 -4.39111 4.97518
H 2.72221 -2.96285 5.09576
H 1.63220 -5.21829 4.48634
H 2.41109 -5.07348 2.80053
H 0.14601 -3.35607 4.08502
H 1.23020 -2.55646 2.86854
H 0.68312 -4.33309 1.19635
H -0.27647 -5.26564 2.41951
H -0.94600 -2.21390 2.03191
H -2.04663 -3.60409 2.56269
H -2.74648 -2.67422 0.33590
H -2.26889 -4.42880 0.22133
H -1.14582 -3.57448 -1.74993
H 0.19270 -3.32290 -0.56245
H -1.77546 -1.22571 -1.77185
H -0.97197 -0.91343 -0.14189
H 1.07650 -0.39395 -1.16533
H 1.07353 -2.01847 -2.00768
H 0.92649 -0.83280 -4.01587
H -0.86952 -0.49282 -3.58885
H 0.31096 1.57737 -4.12736
H 1.65002 1.22876 -2.98244
H 2.27152 1.65178 -1.02660
H 2.90434 4.83526 -0.05762
H 4.94438 2.82862 -3.62426
H 4.67983 2.32128 -1.92306
H 3.69528 1.56687 -3.29943
H 2.48447 3.01741 -4.79009
H 1.22109 3.85829 -3.72604
H 2.54961 4.80364 -4.47561
H -1.39670 2.90933 -0.20266
H 0.70013 4.57674 0.89309
H -0.75044 3.93601 1.72875
H 1.45399 2.53973 3.89746
H 0.04544 3.65248 3.66413
H 2.50815 5.64439 4.79024
H 2.76016 3.85443 4.95444
H 4.92965 4.34090 4.34793
H 4.48632 5.95137 3.65198
H 4.06380 3.46646 2.22206
C -6.69959 -0.91895 -3.57640
C -6.34985 -1.00242 -2.23309
C -6.40398 -2.22300 -1.57329
C -6.80600 -3.35523 -2.27120
C -7.16499 -3.28091 -3.61195
C -7.11081 -2.05505 -4.26394
N -6.83970 -4.64794 -1.58547
O -6.53626 -4.67123 -0.40777
O -7.16401 -5.62288 -2.23269
H -6.65070 0.03531 -4.08996
H -6.03253 -0.11495 -1.69981
H -6.12946 -2.27684 -0.52727
H -7.48335 -4.16054 -4.15694
H -7.38551 -1.98581 -5.30942
```

Mulliken population analysis, charges in e, atoms 1 to 6: C -0.469; O -0.339; C -0.573; C -0.536; C -0.249; C -0.585


Question: Which of these has the highest HOMO?
Answer: C26H35MgO2S4Sb2


Question: charge of number 1 (C26H35MgO2S4Sb2)?
Answer: -1


Question: Which formula does entry 2 have?
Answer: C45H67BN10O